(A)
Density functional theory data (the ωB97M-V functional and the def2-TZVPD basis) for a cluster of 2 separate species, C3H6IN2O in total.

LUMO level: -4.347 eV
Charge: +1
Kohn-Sham gap: 8.73 eV

Bonds (Å) are listed after each position.
Element x y z (Å)
1 H 2.46 2.55 -0.53  C6 1.079
2 H -1.41 -1.52 -1.90  N9 1.036
3 H 0.67 -1.40 1.09  N12 1.004
4 I -2.97 -0.11 0.44  C11 2.158
5 H 1.81 2.86 1.15  C6 1.120
6 C 1.61 2.45 0.13  H1 1.079, H5 1.120, C13 1.319
7 O 0.07 0.72 -0.83  C13 1.187
8 H -0.67 -0.74 1.90  N12 1.001
9 N -0.96 -1.86 -1.04  H2 1.036, H10 0.981, C11 1.320
10 H -0.03 -2.16 -1.19  N9 0.981
11 C -1.12 -1.16 0.07  I4 2.158, N9 1.320, N12 1.288
12 N -0.29 -1.12 1.05  H3 1.004, H8 1.001, C11 1.288
13 C 0.83 1.49 -0.34  C6 1.319, O7 1.187



(B)
Density functional theory data (the ωB97M-V functional and the def2-TZVPD basis) for the ion C3H6IN2O with charge +1.

LUMO level (spin up / spin down): -4.363 / -6.602 eV
Charge: +1
Kohn-Sham gap (spin up / spin down): 9.46 / 6.10 eV

Bonds (Å) are listed after each position.
Element x y z (Å)
1 H -1.84 0.54 -0.25  C7 1.030
2 H -0.72 0.60 1.22  C7 1.090
3 N 1.00 0.54 -0.90  H8 1.007, C9 1.252, C11 1.488
4 O 4.76 1.58 0.23  N10 1.155, I13 2.465
5 H -1.73 -0.71 0.72  C7 1.108
6 H -0.16 -1.01 -1.16  C11 1.019
7 C -1.09 0.11 0.33  H1 1.030, H2 1.090, H5 1.108, C11 1.528
8 H 0.66 1.37 -1.35  N3 1.007
9 C 2.23 0.66 -0.71  N3 1.252, I13 2.046
10 N 5.72 1.72 0.87  O4 1.155
11 C 0.14 -0.53 -0.32  N3 1.488, H6 1.019, C7 1.528, H12 1.034
12 H 0.67 -1.19 0.28  C11 1.034
13 I 3.63 -0.60 0.09  O4 2.465, C9 2.046



Verdict on stability: (B) comes out at the bottom.



(A)
Density functional theory data (the ωB97M-V functional and the def2-TZVPD basis) for a cluster of 2 separate species, CH2N2OS in total.

LUMO level (spin up / spin down): -2.239 / -1.187 eV
Charge: 0
Kohn-Sham gap (spin up / spin down): 9.39 / 8.80 eV

Bonds (Å) are listed after each position.
Element x y z (Å)
1 N -1.69 2.15 -0.45  C4 1.171
2 H 1.54 -0.12 1.13  N3 0.974
3 N 1.90 -0.16 0.23  H2 0.974, H5 0.976
4 C -1.41 1.07 -0.11  N1 1.171, S6 1.730
5 H 2.39 -0.96 -0.05  N3 0.976
6 S -1.20 -0.62 0.22  C4 1.730, O7 1.441
7 O -1.54 -1.36 -0.96  S6 1.441



(B)
Density functional theory data (the ωB97M-V functional and the def2-TZVPD basis) for a cluster of 2 separate species, CH2N2OS in total.

LUMO level: -0.897 eV
SMILES string: [O-][NH+]=S.C#N
Charge: 0
Kohn-Sham gap: 8.73 eV

Bonds (Å) are listed after each position.
Element x y z (Å)
1 C 1.19 -1.02 -1.02  N4 1.138, H6 1.057
2 H -1.90 0.51 0.47  N5 1.043
3 O -0.31 1.34 -0.22  N5 1.224
4 N 0.18 -0.69 -1.41  C1 1.138
5 N -0.92 0.79 0.69  H2 1.043, O3 1.224, S7 1.595
6 H 2.14 -1.32 -0.64  C1 1.057
7 S -0.38 0.39 2.14  N5 1.595



Verdict on stability: (A) comes out at the bottom.



(A)
Density functional theory data (the ωB97M-V functional and the def2-TZVPD basis) for a cluster of 2 separate species, C6H14N2O2 in total.

LUMO level: 0.521 eV
SMILES string: CNC(C)=O.CNC(C)=O
Charge: 0
Kohn-Sham gap: 10.19 eV

Bonds (Å) are listed after each position.
Element x y z (Å)
1 H 2.15 0.42 1.76  C11 1.095
2 H -0.50 -1.61 -0.89  C3 1.093
3 C 0.14 -2.48 -0.71  H2 1.093, C15 1.499, H18 1.127, H24 1.088
4 C -2.36 0.67 0.63  N7 1.455, H10 1.103, H12 1.089, H16 1.088
5 H -0.33 3.36 -2.43  C9 1.088
6 O 2.37 -2.96 -0.19  C15 1.215
7 N -1.57 1.02 -0.54  C4 1.455, H13 1.005, C20 1.399
8 H -0.29 1.67 -2.40  C9 1.103
9 C -0.16 2.54 -1.73  H5 1.088, H8 1.103, H14 1.091, C20 1.528
10 H -2.05 1.23 1.54  C4 1.103
11 C 2.45 -0.63 1.69  H1 1.095, H17 1.082, H19 1.084, N23 1.468
12 H -3.42 0.89 0.71  C4 1.089
13 H -1.98 0.54 -1.33  N7 1.005
14 H 0.88 2.41 -1.45  C9 1.091
15 C 1.41 -2.26 0.05  C3 1.499, O6 1.215, N23 1.360
16 H -2.10 -0.33 0.98  C4 1.088
17 H 3.45 -0.51 1.28  C11 1.082
18 H -0.61 -2.98 -0.04  C3 1.127
19 H 2.39 -1.06 2.68  C11 1.084
20 C -1.01 2.30 -0.49  N7 1.399, C9 1.528, O21 1.202
21 O -0.94 2.94 0.53  C20 1.202
22 H 0.45 -0.74 0.94  N23 1.005
23 N 1.34 -1.20 0.91  C11 1.468, C15 1.360, H22 1.005
24 H 0.29 -3.21 -1.50  C3 1.088



(B)
Density functional theory data (the ωB97M-V functional and the def2-TZVPD basis) for a cluster of 2 separate species, C6H14N2O2 in total.

LUMO level: 0.518 eV
SMILES string: CNC(C)=O.CNC(C)=O
Charge: 0
Kohn-Sham gap: 9.98 eV

Bonds (Å) are listed after each position.
Element x y z (Å)
1 H -0.02 1.85 0.97  C21 1.091
2 H 0.63 0.09 -3.03  C19 1.089
3 C -0.41 2.57 -1.06  O7 1.219, N18 1.361, C21 1.496
4 H 2.12 -3.21 0.93  C24 1.094
5 H 0.72 1.86 -3.40  C19 1.088
6 H -2.20 -1.00 1.24  C17 1.090
7 O -0.51 3.53 -1.81  C3 1.219
8 H -1.31 -1.15 2.79  C17 1.060
9 H 2.86 -1.61 0.71  C24 1.080
10 N -0.39 -2.11 1.18  H11 1.005, C13 1.367, C17 1.438
11 H -0.45 -3.03 0.78  N10 1.005
12 H -0.80 0.96 -3.43  C19 1.079
13 C 0.84 -1.52 1.30  N10 1.367, O23 1.218, C24 1.501
14 H -0.17 3.57 0.87  C21 1.085
15 H -1.60 2.65 0.70  C21 1.097
16 H 1.72 -2.33 -0.48  C24 1.090
17 C -1.55 -1.62 1.87  H6 1.090, H8 1.060, N10 1.438, H22 1.097
18 N -0.06 1.34 -1.53  C3 1.361, C19 1.437, H20 1.004
19 C 0.15 1.06 -2.92  H2 1.089, H5 1.088, H12 1.079, N18 1.437
20 H 0.18 0.63 -0.86  N18 1.004
21 C -0.53 2.64 0.43  H1 1.091, C3 1.496, H14 1.085, H15 1.097
22 H -2.18 -2.45 2.20  C17 1.097
23 O 0.99 -0.53 1.99  C13 1.218
24 C 1.96 -2.19 0.57  H4 1.094, H9 1.080, C13 1.501, H16 1.090



(C)
Density functional theory data (the ωB97M-V functional and the def2-TZVPD basis) for the molecule C6H14N2O2.

LUMO level: 0.505 eV
SMILES string: CCCCN(CCO)N=O
Charge: 0
Kohn-Sham gap: 9.04 eV

Bonds (Å) are listed after each position.
Element x y z (Å)
1 C 0.82 -1.50 2.08  H3 1.156, O8 1.438, C20 1.514, H22 1.087
2 H -1.56 -1.28 -0.43  C19 1.166
3 H 1.29 -1.55 3.14  C1 1.156
4 O -1.51 1.73 2.16  N15 1.193
5 H 1.00 0.05 -3.25  C14 1.159
6 H -2.16 0.97 -1.31  C7 1.090
7 C -1.19 0.49 -1.42  H6 1.090, H9 1.170, C18 1.510, C19 1.510
8 O 1.86 -1.44 1.09  C1 1.438, H17 1.017
9 H -1.38 -0.19 -2.36  C7 1.170
10 H -0.55 2.30 -2.51  C18 1.137
11 N -0.87 0.10 0.99  N15 1.261, C19 1.362, C20 1.489
12 H 0.25 -0.97 -0.61  C19 1.240
13 H 1.65 -0.34 -1.58  C14 1.272
14 C 1.05 0.58 -2.22  H5 1.159, H13 1.272, C18 1.550, H24 1.061
15 N -1.58 1.14 1.13  O4 1.193, N11 1.261
16 H -1.07 -0.40 2.85  C20 1.216
17 H 2.41 -2.29 0.99  O8 1.017
18 C -0.14 1.49 -1.82  C7 1.510, H10 1.137, C14 1.550, H23 1.078
19 C -0.81 -0.40 -0.27  H2 1.166, C7 1.510, N11 1.362, H12 1.240
20 C -0.06 -0.28 2.18  C1 1.514, N11 1.489, H16 1.216, H21 1.185
21 H 0.35 0.77 2.55  C20 1.185
22 H 0.10 -2.27 1.82  C1 1.087
23 H 0.18 2.11 -1.00  C18 1.078
24 H 1.91 1.19 -2.20  C14 1.061



(D)
Density functional theory data (the ωB97M-V functional and the def2-TZVPD basis) for a cluster of 2 separate species, C6H14N2O2 in total.

LUMO level: 0.580 eV
SMILES string: CNC(C)=O.CNC(C)=O
Charge: 0
Kohn-Sham gap: 9.66 eV

Bonds (Å) are listed after each position.
Element x y z (Å)
1 H -3.23 -0.78 2.01  C11 1.082
2 N 2.61 0.64 -0.82  H4 1.012, C17 1.441, C19 1.358
3 O 1.06 0.36 0.81  C19 1.218
4 H 3.61 0.69 -0.95  N2 1.012
5 C 3.25 -0.43 1.27  H6 1.096, H10 1.090, H16 1.084, C19 1.511
6 H 3.77 -1.25 0.76  C5 1.096
7 H -2.54 -0.26 -2.52  C18 1.082
8 H -1.18 -1.23 -2.00  C18 1.092
9 C -2.35 -0.61 -0.40  N14 1.354, C18 1.555, O20 1.218
10 H 3.96 0.36 1.54  C5 1.090
11 C -2.24 -0.36 1.95  H1 1.082, H13 1.095, N14 1.473, H23 1.092
12 H -1.11 0.76 0.69  N14 1.013
13 H -2.14 0.45 2.68  C11 1.095
14 N -1.95 0.19 0.61  C9 1.354, C11 1.473, H12 1.013
15 H 0.81 1.58 -1.16  C17 1.085
16 H 2.89 -0.91 2.18  C5 1.084
17 C 1.80 1.52 -1.61  N2 1.441, H15 1.085, H21 1.095, H24 1.092
18 C -1.74 -0.32 -1.80  H7 1.082, H8 1.092, C9 1.555, H22 1.089
19 C 2.19 0.18 0.39  N2 1.358, O3 1.218, C5 1.511
20 O -3.12 -1.55 -0.31  C9 1.218
21 H 2.25 2.52 -1.63  C17 1.095
22 H -1.02 0.49 -1.73  C18 1.089
23 H -1.51 -1.09 2.31  C11 1.092
24 H 1.68 1.26 -2.66  C17 1.092



Verdict on stability: (C) comes out at the bottom.